1.
The following is a DFT calculation (ωB97M-V/def2-TZVPD) of C52H45BBr2CsN11OS as an isolated structure in a non-equilibrium geometry.

The geometry in XYZ format:
```
114
Properties=species:S:1:pos:R:3:forces:R:3:mulliken_charge:R:1
Cs -1.209 0.105 -0.109 0.710 -0.194 -1.270 1.77
C 4.584 -4.406 -0.823 0.004 0.003 -0.001 -1.39
C 3.231 -4.179 -0.232 0.005 -0.004 -0.016 0.63
C 2.255 -5.106 0.054 -0.022 -0.003 -0.018 -1.42
C 1.172 -4.342 0.539 0.011 0.001 -0.006 0.21
N 1.483 -3.055 0.560 -0.003 0.012 0.031 -0.43
N 2.740 -2.959 0.089 0.042 -0.025 0.021 1.03
B 3.415 -1.597 -0.109 -0.007 0.014 0.018 -0.94
N 3.555 -0.833 1.234 -0.053 0.034 0.001 0.66
N 2.517 -0.189 1.799 0.012 0.020 0.003 0.24
C 2.966 0.323 2.938 0.001 0.004 -0.021 -0.36
C 4.332 0.015 3.113 0.008 -0.031 0.006 -0.94
C 4.664 -0.728 2.002 0.008 -0.033 -0.007 0.30
C 5.978 -1.346 1.651 0.001 -0.001 0.002 -1.44
C 2.080 1.102 3.819 -0.002 -0.024 -0.002 0.64
C 2.546 1.642 5.016 0.020 0.011 -0.016 -0.37
C 1.716 2.418 5.814 0.005 0.016 -0.006 -0.79
C 0.407 2.664 5.427 0.002 0.016 -0.015 -0.95
C -0.068 2.118 4.240 -0.024 -0.008 -0.008 -0.09
C 0.757 1.338 3.448 -0.034 -0.045 0.089 -1.16
N 2.608 -0.751 -1.127 0.041 -0.030 -0.029 2.00
N 1.650 -1.314 -1.882 -0.048 -0.012 0.016 -1.00
C 1.280 -0.397 -2.768 0.000 -0.013 0.068 -0.38
C 2.017 0.791 -2.589 0.012 -0.032 -0.019 -0.79
C 2.866 0.512 -1.537 0.019 0.010 0.004 0.23
C 3.955 1.344 -0.947 -0.012 0.021 -0.003 -1.18
C 0.223 -0.717 -3.737 -0.004 -0.008 -0.020 0.91
C 0.165 -0.087 -4.978 -0.004 0.015 0.022 -0.38
C -0.832 -0.406 -5.887 0.004 -0.005 -0.010 -0.66
C -1.792 -1.357 -5.565 0.003 -0.001 -0.001 -0.56
C -1.741 -1.992 -4.331 -0.002 0.012 0.005 -0.78
C -0.739 -1.678 -3.427 -0.044 -0.013 -0.014 -0.32
C -0.184 -4.798 0.885 0.008 -0.013 -0.022 0.43
C -1.229 -3.880 0.980 0.017 0.013 -0.005 -0.19
C -2.531 -4.312 1.176 -0.009 0.023 -0.009 -0.39
C -2.816 -5.666 1.305 0.008 0.013 -0.028 -0.64
C -1.775 -6.582 1.251 -0.003 -0.014 -0.013 -0.68
C -0.472 -6.152 1.039 -0.003 -0.005 0.022 -0.55
H 4.715 -5.471 -1.017 0.002 0.000 0.001 0.38
H 5.384 -4.077 -0.156 -0.001 0.004 -0.005 0.16
H 4.703 -3.866 -1.763 -0.002 -0.002 -0.003 0.27
H 2.310 -6.169 -0.114 -0.004 -0.004 0.002 0.36
H 4.533 -1.784 -0.531 0.005 0.019 0.005 -0.20
H 4.987 0.280 3.927 0.003 0.001 0.005 0.47
H 6.709 -1.100 2.421 -0.003 -0.003 0.001 0.43
H 6.348 -0.985 0.690 0.004 0.002 -0.002 0.24
H 5.904 -2.432 1.581 -0.004 -0.001 0.002 0.12
H 3.570 1.463 5.321 0.006 0.005 0.003 0.33
H 2.099 2.842 6.735 0.000 0.000 0.004 0.39
H -0.234 3.290 6.036 -0.001 0.002 0.006 0.42
H -1.083 2.312 3.915 -0.006 -0.007 0.000 0.55
H 0.387 0.904 2.532 0.002 0.046 -0.018 1.11
H 1.926 1.725 -3.119 -0.003 0.005 -0.008 0.35
H 3.892 2.361 -1.334 0.003 -0.003 0.007 0.41
H 4.937 0.935 -1.205 0.000 -0.002 -0.004 0.24
H 3.894 1.374 0.139 -0.025 0.042 0.057 -0.13
H 0.912 0.655 -5.233 0.005 0.004 -0.005 0.41
H -0.867 0.101 -6.843 -0.001 0.001 0.006 0.47
H -2.581 -1.594 -6.268 -0.001 -0.001 0.000 0.37
H -2.493 -2.723 -4.060 -0.002 0.000 -0.003 0.45
H -0.685 -2.180 -2.469 -0.013 -0.015 0.001 0.60
H -1.000 -2.828 0.872 -0.061 -0.043 0.022 0.64
H -3.333 -3.583 1.184 -0.017 0.001 -0.013 0.29
H -3.843 -5.995 1.398 -0.029 0.007 0.027 0.44
H -1.983 -7.641 1.347 0.004 -0.002 0.001 0.36
H 0.330 -6.878 0.974 -0.003 0.003 0.004 0.32
Br -4.732 6.619 0.175 0.003 0.003 -0.002 -0.32
C -3.547 5.109 0.024 0.015 0.034 -0.015 0.24
C -4.047 3.929 -0.359 -0.059 -0.093 0.008 -1.37
C -3.053 2.797 -0.554 -0.115 0.162 -0.033 0.20
N -1.853 2.894 0.284 -0.253 0.396 0.317 0.11
C -1.486 4.111 0.618 0.038 -0.001 -0.097 -0.05
C -2.204 5.296 0.424 -0.015 0.039 -0.054 -1.30
C -0.188 4.220 1.356 0.002 -0.040 -0.027 0.63
C -0.085 5.111 2.428 -0.009 0.034 0.025 -0.68
C 1.119 5.196 3.090 0.016 -0.025 -0.002 -0.29
Br 1.306 6.389 4.560 -0.002 -0.013 0.013 -0.20
C 2.187 4.410 2.708 0.020 0.009 -0.011 -0.65
C 1.974 3.552 1.639 -0.028 0.061 -0.023 0.38
N 0.831 3.451 0.970 0.003 0.002 0.008 -0.31
H -5.095 3.764 -0.562 -0.006 -0.010 0.042 0.46
H -3.583 1.869 -0.303 0.088 -0.092 -0.095 0.34
H -1.816 6.263 0.701 -0.009 -0.011 -0.015 0.59
H -0.942 5.697 2.725 0.015 -0.015 0.006 0.62
H 3.135 4.436 3.225 -0.004 -0.002 0.001 0.41
H 2.775 2.901 1.317 0.072 -0.092 -0.041 0.17
C -2.007 -2.254 4.242 0.033 0.004 0.007 -0.95
S -2.334 -0.576 3.701 -0.160 -0.112 -0.050 0.52
C -4.086 -0.771 3.360 0.015 -0.024 0.008 -0.80
O -1.708 -0.461 2.349 -0.140 -0.176 1.093 -0.76
H -2.483 -2.420 5.209 -0.010 -0.003 0.000 0.50
H -0.925 -2.338 4.337 0.001 0.002 0.008 0.28
H -2.364 -2.959 3.492 -0.002 0.011 -0.002 0.09
H -4.613 -1.077 4.264 0.002 0.000 0.006 0.43
H -4.197 -1.503 2.559 -0.001 -0.001 -0.006 0.02
H -4.453 0.195 3.018 0.001 0.000 -0.003 0.35
N -6.313 -5.184 -0.076 0.039 -0.042 0.042 -0.67
C -6.129 -4.054 -0.283 0.001 0.013 0.004 0.61
N -6.062 -2.766 -0.528 0.007 -0.006 -0.099 -0.83
C -4.925 -2.126 -0.488 -0.125 0.119 0.206 0.61
N -3.988 -1.434 -0.430 0.096 -0.049 -0.042 -0.76
C -2.664 2.698 -1.987 -0.137 0.232 -0.012 -0.01
C -2.393 2.736 -3.159 0.109 -0.184 0.003 -0.55
C -2.046 2.792 -4.547 -0.032 0.072 0.000 0.53
C -0.792 3.264 -4.943 0.016 -0.001 -0.006 -0.32
C -0.467 3.349 -6.287 -0.003 0.007 0.007 -0.46
C -1.386 2.971 -7.257 -0.004 0.005 -0.005 -0.46
C -2.633 2.498 -6.870 -0.003 -0.001 0.003 -0.56
C -2.961 2.405 -5.528 0.006 0.001 -0.008 -0.41
H -0.082 3.557 -4.181 -0.002 0.000 -0.002 0.50
H 0.511 3.713 -6.578 0.001 0.002 -0.001 0.38
H -1.129 3.039 -8.307 0.000 0.000 -0.001 0.37
H -3.352 2.190 -7.619 0.001 0.000 -0.001 0.36
H -3.926 2.025 -5.221 -0.003 0.002 0.001 0.47
```
Positions in Å, forces in eV/Å.

## Properties
Molecular weight in g mol⁻¹: 1175.60
ΔE to the lowest compared entry with this formula, charge and spin in kcal per mole: 0.0
E in eV: -225241.228
Charge: -2

2.
The following is a DFT calculation (ωB97M-V/def2-TZVPD) of a 9-piece molecular cluster, C29H57N4O9 overall in a non-equilibrium geometry.

The geometry in XYZ format:
```
99
Properties=species:S:1:pos:R:3:forces:R:3:mulliken_charge:R:1
N -0.150 -1.162 1.105 0.680 0.283 -1.455 -0.16
C -0.613 0.096 1.038 -1.773 2.100 1.092 0.17
N -0.320 1.169 0.128 -2.730 -0.056 2.791 -0.26
C -1.163 2.260 0.518 0.081 -5.820 2.875 -0.15
N -1.908 1.756 1.643 0.071 3.077 0.060 0.41
C -2.972 2.407 2.436 -3.086 -0.082 -1.708 -0.91
C -4.430 1.831 1.741 1.548 -1.643 -2.687 0.28
C -4.228 1.144 0.233 -1.124 -1.746 3.929 -0.49
O -4.528 0.340 1.579 -0.710 4.258 -0.284 -0.33
N -1.602 0.475 2.018 3.140 0.631 -3.987 -0.11
H 0.292 -1.534 0.243 -0.123 0.249 1.061 0.14
H -0.257 -1.762 1.933 -0.025 0.621 -0.906 0.21
H -1.282 3.296 0.077 0.313 -1.634 0.607 0.38
H -2.993 3.538 2.245 0.325 -1.800 0.552 0.35
H -3.008 2.131 3.531 0.519 0.488 -1.323 0.29
H -5.419 2.468 1.921 2.229 -1.703 -0.313 0.25
H -5.092 1.121 -0.497 1.066 0.143 1.107 0.31
H -3.344 0.476 0.018 -0.505 2.029 -0.603 0.13
H -2.027 -0.059 2.796 0.101 0.829 -0.888 0.29
C 2.961 3.969 -3.091 -0.432 0.410 0.031 -0.73
C 1.993 3.253 -2.190 -0.291 0.129 0.025 0.75
O 0.858 3.672 -2.013 0.249 -0.124 0.087 -0.59
C 2.476 2.000 -1.511 -0.399 0.011 0.288 0.77
H 2.478 4.854 -3.512 0.133 -0.251 0.038 0.03
H 3.836 4.285 -2.519 0.113 -0.259 -0.075 0.27
H 3.261 3.312 -3.910 0.192 0.002 0.111 0.30
H 3.329 2.230 -0.870 0.189 -0.086 -0.267 0.08
H 2.754 1.255 -2.259 0.223 0.070 0.100 -0.28
H 1.672 1.595 -0.896 0.151 0.028 -0.188 -0.35
C 2.506 -1.148 -4.269 0.208 0.189 0.324 -1.13
C 1.777 -1.966 -3.238 0.079 0.124 0.423 0.87
O 1.939 -1.772 -2.045 -0.267 0.160 -0.467 -0.46
C 0.841 -3.034 -3.737 -0.097 -0.086 0.404 -1.18
H 3.145 -0.419 -3.767 -0.059 -0.123 -0.065 0.16
H 3.133 -1.797 -4.884 -0.157 0.052 -0.143 0.39
H 1.788 -0.613 -4.894 0.056 -0.158 -0.144 0.35
H 1.394 -3.767 -4.328 -0.112 0.102 -0.151 0.36
H 0.049 -2.582 -4.338 0.124 -0.094 -0.168 0.38
H 0.386 -3.543 -2.885 0.063 0.043 -0.102 0.28
C -0.593 5.895 -5.135 0.152 -0.369 -0.038 -1.06
C 0.672 6.708 -5.065 0.576 -0.245 -0.003 0.86
O 1.766 6.176 -5.065 -0.515 0.311 -0.102 -0.59
C 0.531 8.206 -4.995 0.387 0.075 0.016 -1.14
H -0.339 4.834 -5.180 -0.002 0.140 0.031 0.26
H -1.198 6.072 -4.244 -0.103 0.102 -0.134 0.29
H -1.156 6.160 -6.033 -0.122 0.103 0.143 0.39
H -0.025 8.485 -4.098 -0.155 0.043 -0.149 0.33
H 0.018 8.572 -5.887 -0.157 0.030 0.147 0.34
H 1.522 8.661 -4.949 -0.118 -0.083 -0.010 0.30
C -5.542 -4.753 1.098 0.201 -0.326 0.000 -1.16
C -4.268 -3.955 1.170 0.577 -0.430 -0.030 0.63
O -3.180 -4.500 1.193 -0.368 0.339 0.022 -0.56
C -4.390 -2.455 1.212 0.322 -0.132 0.044 -0.41
H -5.301 -5.817 1.073 -0.005 0.149 0.005 0.32
H -6.156 -4.553 1.978 -0.121 0.105 -0.151 0.32
H -6.090 -4.497 0.189 -0.134 0.096 0.146 0.32
H -4.951 -2.151 2.097 -0.148 0.069 -0.198 0.34
H -4.886 -2.096 0.308 -0.167 0.060 0.168 0.30
H -3.392 -2.014 1.262 -0.089 -0.079 -0.031 -0.12
C 2.268 -3.574 0.314 0.180 -0.261 -0.371 -0.55
C 2.737 -4.917 0.809 0.162 -0.474 -0.261 0.65
O 3.082 -5.789 0.036 -0.102 0.747 0.280 -0.56
C 2.763 -5.138 2.299 0.162 -0.394 -0.033 -1.17
H 2.302 -3.558 -0.774 -0.008 0.011 0.246 0.13
H 1.239 -3.399 0.633 0.069 -0.024 0.136 0.09
H 2.923 -2.787 0.696 -0.153 0.063 0.070 0.42
H 1.755 -5.032 2.708 0.070 0.159 0.080 0.29
H 3.439 -4.422 2.770 -0.172 0.073 0.067 0.36
H 3.121 -6.148 2.509 -0.049 0.122 -0.018 0.30
C 2.671 -8.711 0.251 0.162 -0.247 0.250 -0.82
C 1.959 -9.581 1.252 0.471 -0.243 0.459 0.82
O 2.520 -9.981 2.254 -0.298 0.191 -0.362 -0.56
C 0.524 -9.937 0.963 -0.098 -0.227 0.336 -1.03
H 3.694 -8.536 0.587 -0.155 0.018 -0.041 0.22
H 2.702 -9.210 -0.720 -0.146 0.133 -0.049 0.43
H 2.163 -7.751 0.166 0.004 -0.179 -0.214 0.09
H 0.459 -10.490 0.024 -0.086 0.190 -0.064 0.31
H -0.081 -9.029 0.910 -0.003 -0.048 -0.218 0.26
H 0.139 -10.567 1.768 0.070 0.077 -0.091 0.31
C 6.057 3.871 1.542 -0.324 0.122 -0.193 -1.06
C 6.405 2.772 0.574 -0.299 -0.125 -0.515 0.81
O 5.733 2.567 -0.419 0.205 0.091 0.413 -0.53
C 7.618 1.935 0.883 -0.041 -0.225 -0.334 -1.13
H 5.162 4.390 1.194 0.114 -0.067 0.018 0.27
H 5.855 3.448 2.529 0.207 0.094 0.046 0.32
H 6.878 4.589 1.601 0.017 -0.095 0.197 0.34
H 7.485 1.426 1.840 0.154 0.155 0.065 0.34
H 8.508 2.567 0.912 -0.022 -0.045 0.216 0.34
H 7.748 1.184 0.102 -0.034 0.110 0.087 0.28
C -6.778 3.640 4.473 0.258 -0.372 -0.027 -1.17
C -5.494 4.424 4.542 0.386 -0.120 0.085 0.88
O -4.411 3.865 4.562 -0.369 0.116 -0.166 -0.53
C -5.601 5.925 4.584 0.450 -0.001 0.019 -1.16
H -6.549 2.573 4.449 -0.028 0.115 0.038 0.27
H -7.387 3.848 5.355 -0.118 0.101 -0.167 0.41
H -7.326 3.902 3.565 -0.157 0.130 0.161 0.32
H -6.158 6.233 5.470 -0.151 0.040 -0.163 0.35
H -6.096 6.288 3.681 -0.181 0.032 0.153 0.33
H -4.599 6.357 4.632 -0.124 -0.067 0.009 0.31
```
Positions in Å, forces in eV/Å.

## Properties
Molecular weight in g mol⁻¹: 605.79
E in eV: -55374.022
Charge: +1

3.
The following is a DFT calculation (ωB97M-V/def2-TZVPD) of a 2-piece molecular cluster, C24H25N2O8S overall in a non-equilibrium geometry.

The geometry in XYZ format:
```
60
Properties=species:S:1:pos:R:3:forces:R:3:nbo_charge:R:1
C 0.361 -5.422 -2.905 0.576 0.294 0.633 -0.25
O 1.321 -5.108 -1.865 -0.449 -0.380 -0.773 -0.51
C 1.130 -3.967 -1.147 -0.525 0.835 0.512 0.29
C 1.940 -3.778 -0.001 -0.487 -0.246 -0.936 -0.29
C 1.762 -2.650 0.782 -0.519 0.825 -0.134 -0.19
C 0.753 -1.712 0.473 -0.058 -0.626 -0.721 -0.04
C 0.528 -0.534 1.318 0.388 0.217 0.861 0.04
C -0.503 -0.411 2.203 -0.262 -0.274 0.284 -0.37
C -0.342 0.550 3.305 0.926 1.039 -0.169 0.69
O 0.702 1.168 3.536 -1.486 -0.905 -0.159 -0.59
N -1.462 0.771 4.123 -0.494 -0.675 -0.171 -0.47
C -1.300 1.674 5.239 0.208 0.166 0.182 -0.41
C -2.670 0.074 4.031 0.217 0.001 -0.184 0.82
O -3.628 0.282 4.771 0.907 -0.132 -0.604 -0.65
N -2.730 -0.917 3.045 0.218 0.591 0.721 -0.47
C -3.985 -1.633 3.008 -0.370 -0.065 0.038 -0.41
C -1.705 -1.255 2.152 -0.080 -0.255 -0.642 0.69
O -1.896 -2.183 1.368 0.097 0.616 0.668 -0.63
C -0.069 -1.940 -0.630 0.295 0.018 0.001 -0.15
C 0.134 -3.020 -1.473 0.506 -0.530 0.283 -0.28
H 0.671 -6.406 -3.257 -0.139 0.111 -0.050 0.19
H -0.667 -5.458 -2.511 0.343 -0.002 -0.010 0.18
H 0.402 -4.695 -3.730 0.070 -0.174 0.235 0.18
H 2.688 -4.532 0.228 -0.102 0.137 0.016 0.22
H 2.377 -2.481 1.666 -0.041 -0.077 -0.202 0.22
H 1.361 0.153 1.451 -0.020 -0.374 0.452 0.27
H -2.269 1.769 5.715 0.050 0.162 0.031 0.23
H -0.576 1.253 5.942 -0.032 0.129 -0.012 0.20
H -0.917 2.630 4.878 -0.091 -0.061 0.090 0.22
H -3.907 -2.426 2.271 0.011 0.069 0.022 0.24
H -4.201 -2.037 4.000 -0.038 -0.019 -0.167 0.20
H -4.781 -0.929 2.747 -0.013 -0.220 0.001 0.20
H -0.895 -1.255 -0.817 0.328 -0.163 -0.036 0.22
H -0.494 -3.129 -2.355 0.147 -0.074 0.261 0.21
C 3.632 -1.337 -2.808 0.045 -0.444 -0.198 -0.62
C 3.602 -0.344 -1.684 -0.465 0.099 -0.088 -0.07
O 2.234 0.135 -1.663 1.281 -0.203 0.214 -0.54
C 2.021 1.000 -0.632 -1.561 0.675 0.282 0.75
C 0.580 1.234 -0.517 0.609 0.499 -0.113 -0.89
S -0.077 2.708 0.063 0.941 -0.874 -0.404 2.18
C -0.509 3.702 -1.378 -0.416 0.437 -0.172 -0.22
C 0.378 4.655 -1.887 -0.075 0.010 -0.147 -0.22
C 0.002 5.459 -2.968 -0.181 -0.183 0.135 -0.22
C -1.271 5.329 -3.534 0.093 -0.147 0.116 -0.22
C -2.162 4.385 -3.017 0.217 0.015 0.212 -0.22
C -1.790 3.590 -1.926 0.146 0.152 -0.303 -0.23
O -1.345 2.390 0.677 -0.455 0.262 0.239 -0.99
O 0.925 3.477 0.757 -0.256 0.145 0.165 -0.95
O 2.923 1.378 0.102 -0.340 -0.218 -0.454 -0.66
H 4.641 -1.713 -2.995 -0.026 0.026 0.048 0.20
H 2.981 -2.183 -2.569 0.079 0.040 -0.052 0.22
H 3.256 -0.874 -3.721 0.040 0.018 -0.074 0.21
H 3.843 -0.812 -0.716 -0.025 0.252 -0.297 0.19
H 4.277 0.504 -1.861 -0.124 -0.226 0.163 0.18
H -0.091 0.734 -1.213 0.271 0.167 0.047 0.23
H 1.351 4.792 -1.417 -0.192 -0.155 -0.061 0.24
H 0.703 6.199 -3.360 -0.209 -0.192 0.128 0.21
H -1.572 5.972 -4.365 0.109 -0.228 0.227 0.20
H -3.160 4.273 -3.442 0.241 0.084 0.100 0.21
H -2.505 2.901 -1.486 0.171 0.028 -0.032 0.24
```
Positions in Å, forces in eV/Å.

## Properties
Molecular weight in g mol⁻¹: 501.54
E in eV: -55490.704
Charge: -1